{
  "formula": "C80H200As4BF28N10O10",
  "method": "ωB97M-V/def2-TZVPD",
  "e_homo_ev": -16.0,
  "charge": 5,
  "energy_ha": -16230.7676,
  "lumo_ha": -0.3478,
  "elements": ["C", "C", "N", "C", "C", "C", "C", "C", "O", "C", "H", "H", "H", "H", "H", "H", "H", "H", "H", "H", "H", "H", "H", "H", "H", "H", "H", "H", "H", "H", "C", "C", "N", "C", "C", "C", "C", "C", "O", "C", "H", "H", "H", "H", "H", "H", "H", "H", "H", "H", "H", "H", "H", "H", "H", "H", "H", "H", "H", "H", "C", "C", "N", "C", "C", "C", "C", "C", "O", "C", "H", "H", "H", "H", "H", "H", "H", "H", "H", "H", "H", "H", "H", "H", "H", "H", "H", "H", "H", "H", "C", "C", "N", "C", "C", "C", "C", "C", "O", "C", "H", "H", "H", "H", "H", "H", "H", "H", "H", "H", "H", "H", "H", "H", "H", "H", "H", "H", "H", "H", "C", "C", "N", "C", "C", "C", "C", "C", "O", "C", "H", "H", "H", "H", "H", "H", "H", "H", "H", "H", "H", "H", "H", "H", "H", "H", "H", "H", "H", "H", "C", "C", "N", "C", "C", "C", "C", "C", "O", "C", "H", "H", "H", "H", "H", "H", "H", "H", "H", "H", "H", "H", "H", "H", "H", "H", "H", "H", "H", "H", "C", "C", "N", "C", "C", "C", "C", "C", "O", "C", "H", "H", "H", "H", "H", "H", "H", "H", "H", "H", "H", "H", "H", "H", "H", "H", "H", "H", "H", "H", "C", "C", "N", "C", "C", "C", "C", "C", "O", "C", "H", "H", "H", "H", "H", "H", "H", "H", "H", "H", "H", "H", "H", "H", "H", "H", "H", "H", "H", "H", "C", "C", "N", "C", "C", "C", "C", "C", "O", "C", "H", "H", "H", "H", "H", "H", "H", "H", "H", "H", "H", "H", "H", "H", "H", "H", "H", "H", "H", "H", "C", "C", "N", "C", "C", "C", "C", "C", "O", "C", "H", "H", "H", "H", "H", "H", "H", "H", "H", "H", "H", "H", "H", "H", "H", "H", "H", "H", "H", "H", "B", "F", "F", "F", "F", "As", "F", "F", "F", "F", "F", "F", "As", "F", "F", "F", "F", "F", "F", "As", "F", "F", "F", "F", "F", "F", "As", "F", "F", "F", "F", "F", "F"],
  "xyz": [[12.300, -23.495, -15.613], [13.691, -23.713, -16.123], [14.614, -22.499, -15.822], [16.059, -22.713, -16.391], [14.101, -21.160, -16.474], [14.039, -21.260, -18.048], [14.782, -22.317, -14.284], [14.944, -23.604, -13.435], [16.060, -24.356, -13.914], [16.564, -25.401, -13.099], [11.762, -22.632, -16.005], [12.298, -23.370, -14.530], [11.532, -24.263, -15.709], [13.759, -23.812, -17.207], [14.155, -24.610, -15.713], [16.139, -22.652, -17.476], [16.494, -23.638, -16.012], [16.692, -21.927, -15.978], [14.856, -20.388, -16.325], [13.175, -20.812, -16.016], [13.401, -22.061, -18.423], [15.003, -21.449, -18.519], [13.557, -20.347, -18.398], [13.915, -21.750, -13.945], [15.544, -21.582, -14.023], [14.156, -24.357, -13.451], [15.130, -23.211, -12.435], [16.900, -24.972, -12.154], [17.310, -26.006, -13.614], [15.780, -26.072, -12.748], [14.658, -29.927, -9.911], [15.255, -30.499, -8.654], [15.077, -32.033, -8.562], [15.808, -32.558, -7.345], [13.631, -32.403, -8.438], [12.838, -31.705, -7.315], [15.580, -32.767, -9.906], [15.933, -34.274, -9.826], [14.882, -35.082, -9.285], [15.122, -36.484, -9.113], [13.587, -29.886, -10.106], [15.122, -30.265, -10.838], [14.804, -28.849, -9.847], [14.905, -30.052, -7.724], [16.335, -30.364, -8.698], [16.863, -32.502, -7.613], [15.484, -33.590, -7.208], [15.519, -32.050, -6.425], [13.572, -33.480, -8.285], [13.143, -32.276, -9.404], [12.709, -30.665, -7.615], [13.381, -31.623, -6.373], [11.810, -32.060, -7.235], [16.398, -32.211, -10.363], [14.757, -32.735, -10.621], [16.819, -34.295, -9.191], [16.178, -34.578, -10.844], [15.740, -36.580, -8.221], [15.584, -36.813, -10.044], [14.159, -36.965, -8.941], [19.672, -27.429, -6.060], [20.484, -28.373, -5.069], [20.601, -29.826, -5.596], [21.328, -30.653, -4.538], [19.162, -30.394, -5.883], [18.143, -30.287, -4.642], [21.319, -29.967, -6.981], [22.822, -29.844, -7.036], [23.142, -28.744, -6.282], [24.575, -28.564, -6.159], [19.858, -27.392, -7.134], [19.692, -26.368, -5.815], [18.612, -27.673, -6.138], [19.995, -28.324, -4.096], [21.466, -27.948, -4.862], [21.626, -31.603, -4.980], [20.616, -30.636, -3.713], [22.188, -30.151, -4.093], [19.295, -31.471, -5.982], [18.726, -29.989, -6.795], [17.150, -30.608, -4.954], [18.083, -29.222, -4.414], [18.473, -30.701, -3.689], [20.842, -29.147, -7.517], [21.092, -30.878, -7.536], [23.109, -29.743, -8.082], [23.255, -30.760, -6.634], [25.031, -28.296, -7.113], [24.955, -29.389, -5.555], [24.728, -27.798, -5.399], [21.457, -25.059, -14.030], [20.592, -24.796, -15.303], [21.370, -23.943, -16.416], [20.426, -23.786, -17.592], [21.719, -22.623, -15.687], [22.227, -21.501, -16.675], [22.749, -24.573, -16.919], [22.572, -26.028, -17.220], [21.669, -26.226, -18.350], [21.362, -27.500, -18.782], [21.967, -24.241, -13.522], [22.274, -25.718, -14.323], [21.026, -25.674, -13.240], [19.650, -24.305, -15.060], [20.324, -25.728, -15.801], [19.676, -23.199, -17.061], [20.020, -24.760, -17.864], [20.856, -23.241, -18.432], [22.546, -22.882, -15.026], [20.880, -22.239, -15.106], [22.399, -20.605, -16.078], [21.579, -21.194, -17.496], [23.246, -21.754, -16.965], [23.447, -24.439, -16.093], [23.282, -23.971, -17.655], [22.293, -26.611, -16.342], [23.531, -26.469, -17.492], [21.329, -27.475, -19.871], [20.353, -27.842, -18.556], [21.963, -28.380, -18.551], [25.179, -24.507, -6.402], [24.047, -23.980, -7.218], [23.712, -24.792, -8.578], [22.777, -23.849, -9.342], [24.991, -25.039, -9.464], [25.749, -23.812, -9.837], [23.005, -26.176, -8.262], [22.492, -26.934, -9.596], [23.622, -27.296, -10.383], [23.321, -27.478, -11.770], [25.282, -23.890, -5.509], [26.166, -24.608, -6.854], [24.976, -25.486, -5.968], [24.355, -22.990, -7.554], [23.168, -23.904, -6.578], [23.101, -22.808, -9.327], [21.823, -23.929, -8.822], [22.618, -24.048, -10.402], [24.800, -25.542, -10.412], [25.643, -25.792, -9.022], [26.599, -24.013, -10.488], [26.234, -23.263, -9.031], [25.188, -23.111, -10.455], [22.199, -26.002, -7.549], [23.783, -26.787, -7.805], [21.710, -26.369, -10.104], [21.994, -27.887, -9.413], [23.285, -26.554, -12.348], [22.379, -28.019, -11.859], [24.154, -28.028, -12.208], [17.211, -26.345, -9.507], [16.398, -25.007, -9.497], [15.410, -24.595, -8.354], [16.247, -24.320, -7.102], [14.665, -23.281, -8.749], [15.548, -22.046, -9.204], [14.437, -25.777, -8.020], [13.434, -26.133, -9.077], [13.990, -26.453, -10.313], [13.000, -26.724, -11.311], [17.674, -26.548, -8.542], [18.083, -26.365, -10.160], [16.765, -27.326, -9.668], [15.898, -24.755, -10.432], [17.196, -24.268, -9.431], [16.733, -23.356, -7.252], [16.999, -25.109, -7.080], [15.570, -24.345, -6.248], [13.976, -22.947, -7.973], [14.017, -23.563, -9.579], [16.308, -21.731, -8.490], [14.969, -21.128, -9.296], [16.051, -22.273, -10.144], [13.957, -25.518, -7.076], [15.134, -26.599, -7.854], [12.642, -25.392, -9.186], [12.937, -27.028, -8.701], [13.451, -26.640, -12.300], [12.054, -26.184, -11.276], [12.669, -27.747, -11.131], [20.011, -38.371, -8.434], [19.240, -37.975, -9.767], [20.034, -38.235, -11.133], [21.405, -37.515, -10.980], [20.285, -39.773, -11.349], [21.010, -40.307, -12.597], [19.317, -37.833, -12.466], [18.677, -36.493, -12.485], [19.597, -35.469, -12.043], [19.029, -34.158, -11.912], [20.928, -37.803, -8.277], [20.310, -39.419, -8.472], [19.441, -38.320, -7.507], [18.923, -36.935, -9.679], [18.333, -38.572, -9.848], [21.955, -37.782, -11.883], [22.066, -37.858, -10.184], [21.254, -36.446, -10.829], [19.291, -40.218, -11.302], [20.801, -39.968, -10.409], [21.143, -41.388, -12.612], [21.984, -39.859, -12.797], [20.427, -40.190, -13.510], [18.504, -38.529, -12.672], [19.991, -37.976, -13.311], [17.710, -36.381, -11.994], [18.409, -36.357, -13.532], [19.793, -33.380, -11.925], [18.632, -34.143, -10.897], [18.182, -33.971, -12.571], [16.555, -29.681, -15.462], [17.591, -30.765, -15.188], [18.881, -30.618, -16.040], [18.458, -30.883, -17.532], [19.506, -29.176, -16.020], [19.807, -28.745, -14.619], [19.994, -31.668, -15.631], [19.594, -33.101, -15.444], [19.324, -33.745, -16.678], [18.657, -34.958, -16.632], [16.096, -29.983, -16.404], [16.801, -28.624, -15.368], [15.685, -29.816, -14.820], [17.199, -31.756, -15.419], [17.917, -30.701, -14.150], [19.382, -30.994, -18.100], [17.930, -29.980, -17.837], [17.818, -31.762, -17.615], [18.810, -28.541, -16.567], [20.412, -29.128, -16.625], [20.607, -29.296, -14.125], [19.051, -28.644, -13.841], [20.241, -27.748, -14.700], [20.510, -31.320, -14.736], [20.768, -31.567, -16.392], [18.851, -33.271, -14.665], [20.446, -33.645, -15.037], [18.890, -35.386, -17.607], [17.578, -34.896, -16.488], [18.998, -35.562, -15.790], [26.984, -33.764, -13.291], [26.521, -32.560, -12.466], [25.486, -32.980, -11.382], [25.915, -34.188, -10.485], [25.415, -31.769, -10.438], [24.893, -30.462, -11.064], [24.166, -33.325, -12.081], [22.827, -33.197, -11.178], [22.794, -34.192, -10.151], [22.073, -33.815, -8.929], [26.114, -34.276, -13.702], [27.669, -34.432, -12.768], [27.499, -33.548, -14.228], [26.243, -31.732, -13.118], [27.463, -32.262, -12.006], [25.028, -34.491, -9.929], [26.678, -33.887, -9.767], [26.093, -35.080, -11.086], [26.430, -31.641, -10.062], [24.943, -32.145, -9.530], [23.962, -30.602, -11.612], [25.626, -29.946, -11.684], [24.639, -29.751, -10.278], [24.203, -34.365, -12.406], [24.083, -32.756, -13.007], [22.019, -33.297, -11.902], [22.598, -32.215, -10.765], [22.230, -34.585, -8.173], [21.009, -33.762, -9.159], [22.371, -32.852, -8.513], [21.930, -17.875, -14.020], [21.378, -18.780, -12.919], [22.546, -19.266, -11.992], [23.213, -20.395, -12.758], [23.858, -18.381, -11.801], [23.565, -17.015, -11.147], [22.035, -19.632, -10.590], [20.731, -20.477, -10.601], [20.884, -21.679, -11.245], [19.695, -22.484, -11.208], [21.150, -17.747, -14.770], [22.814, -18.228, -14.551], [22.114, -16.872, -13.635], [20.929, -19.633, -13.429], [20.724, -18.109, -12.361], [23.486, -20.060, -13.758], [22.412, -21.101, -12.979], [23.869, -20.832, -12.006], [24.366, -18.300, -12.763], [24.544, -19.021, -11.246], [23.188, -16.968, -10.125], [22.971, -16.352, -11.776], [24.517, -16.491, -11.064], [21.994, -18.827, -9.856], [22.763, -20.366, -10.243], [19.891, -19.921, -11.017], [20.413, -20.606, -9.566], [19.910, -23.535, -11.403], [18.892, -22.139, -11.859], [19.266, -22.454, -10.207], [14.574, -28.318, -5.415], [14.260, -27.318, -4.435], [15.821, -28.084, -5.905], [14.489, -29.594, -4.866], [13.689, -28.200, -6.509], [19.190, -34.571, -5.885], [19.214, -35.475, -4.335], [17.925, -33.359, -5.349], [19.233, -33.752, -7.494], [20.298, -35.812, -6.585], [17.833, -35.516, -6.492], [20.574, -33.549, -5.379], [24.359, -29.825, -15.330], [23.436, -28.312, -14.971], [23.113, -30.137, -16.572], [25.203, -31.351, -15.824], [25.422, -29.693, -13.916], [23.312, -30.760, -14.247], [25.479, -28.911, -16.411], [19.141, -29.805, -10.739], [17.732, -29.245, -11.737], [19.700, -30.621, -12.179], [20.461, -30.550, -9.704], [18.357, -29.048, -9.268], [18.216, -31.259, -10.315], [20.149, -28.315, -10.974], [14.620, -33.683, -14.577], [16.198, -33.271, -13.747], [15.198, -32.839, -16.007], [13.057, -34.147, -15.353], [14.072, -34.463, -13.017], [13.962, -32.044, -14.099], [15.303, -35.270, -15.153]],
  "lowdin_charge": [-0.050, -0.135, -0.199, 0.018, -0.112, -0.040, -0.069, -0.160, -0.232, -0.060, 0.092, 0.076, 0.108, 0.125, 0.126, 0.090, 0.085, 0.097, 0.123, 0.126, 0.080, 0.069, 0.100, 0.132, 0.131, 0.122, 0.117, 0.061, 0.095, 0.089, -0.054, -0.132, -0.204, 0.022, -0.178, -0.027, -0.030, -0.189, -0.212, -0.047, 0.086, 0.080, 0.056, 0.109, 0.100, 0.089, 0.111, 0.101, 0.119, 0.128, 0.063, 0.076, 0.097, 0.097, 0.122, 0.103, 0.110, 0.084, 0.080, 0.101, -0.058, -0.105, -0.193, 0.041, -0.102, -0.018, -0.085, -0.243, -0.217, -0.047, 0.043, 0.073, 0.059, 0.127, 0.108, 0.094, 0.104, 0.106, 0.078, 0.110, 0.075, 0.055, 0.083, 0.091, 0.116, 0.122, 0.132, 0.089, 0.107, 0.086, -0.064, -0.099, -0.208, 0.028, -0.164, -0.030, -0.036, -0.157, -0.184, -0.114, 0.063, 0.059, 0.076, 0.114, 0.104, 0.092, 0.105, 0.120, 0.098, 0.117, 0.058, 0.088, 0.085, 0.130, 0.145, 0.095, 0.150, 0.106, 0.070, 0.098, -0.063, -0.126, -0.167, -0.019, -0.153, -0.075, 0.002, -0.160, -0.229, -0.068, 0.108, 0.092, 0.067, 0.114, 0.135, 0.080, 0.106, 0.095, 0.116, 0.137, 0.104, 0.087, 0.066, 0.124, 0.088, 0.104, 0.105, 0.070, 0.086, 0.079, -0.049, -0.143, -0.212, 0.047, -0.105, -0.055, -0.042, -0.217, -0.210, -0.063, 0.057, 0.068, 0.060, 0.078, 0.096, 0.086, 0.093, 0.124, 0.141, 0.111, 0.065, 0.089, 0.044, 0.152, 0.120, 0.131, 0.142, 0.075, 0.098, 0.092, -0.047, -0.079, -0.186, 0.020, -0.139, -0.054, -0.079, -0.186, -0.208, -0.074, 0.060, 0.069, 0.090, 0.114, 0.121, 0.092, 0.100, 0.083, 0.130, 0.109, 0.098, 0.078, 0.077, 0.147, 0.133, 0.124, 0.123, 0.066, 0.075, 0.069, -0.055, -0.146, -0.182, 0.051, -0.153, -0.073, -0.050, -0.198, -0.179, -0.086, 0.084, 0.065, 0.085, 0.095, 0.107, 0.108, 0.089, 0.111, 0.106, 0.104, 0.067, 0.060, 0.052, 0.108, 0.129, 0.106, 0.136, 0.108, 0.082, 0.076, -0.064, -0.145, -0.212, 0.053, -0.152, -0.058, -0.038, -0.159, -0.216, -0.041, 0.077, 0.085, 0.096, 0.103, 0.131, 0.088, 0.113, 0.107, 0.125, 0.118, 0.068, 0.070, 0.061, 0.128, 0.113, 0.105, 0.099, 0.092, 0.071, 0.068, -0.062, -0.122, -0.214, -0.005, -0.119, -0.036, -0.039, -0.240, -0.204, -0.064, 0.098, 0.080, 0.081, 0.119, 0.139, 0.101, 0.073, 0.109, 0.126, 0.126, 0.083, 0.077, 0.101, 0.142, 0.119, 0.124, 0.136, 0.084, 0.091, 0.083, -1.314, 0.069, 0.125, 0.125, 0.086, 0.926, -0.253, -0.282, -0.313, -0.294, -0.277, -0.284, 0.909, -0.305, -0.287, -0.279, -0.277, -0.291, -0.270, 0.963, -0.284, -0.246, -0.284, -0.288, -0.263, -0.288, 0.952, -0.326, -0.280, -0.271, -0.300, -0.322, -0.300]
}